No. 1
Density functional theory data (the ωB97M-V functional and the def2-TZVPD basis) for C39H53N8Ti as an isolated structure in a non-equilibrium geometry.

The geometry in XYZ format:
```
101
Properties=species:S:1:pos:R:3:mulliken_spin:R:1
Ti 0.084 0.046 0.406 0.79
C -1.368 -1.261 2.928 -0.04
C -0.431 -0.537 3.686 -0.01
C 0.859 -0.919 3.262 0.00
C 0.729 -1.830 2.194 0.01
C -0.679 -2.016 1.964 0.05
C -1.309 -3.183 1.239 0.00
C 1.711 -2.945 1.909 0.00
C 2.115 -0.512 3.966 0.01
C -0.733 0.501 4.733 0.00
C -2.855 -1.239 3.109 0.00
H -2.135 -2.888 0.583 0.00
H -1.721 -3.911 1.949 0.00
H -0.588 -3.715 0.613 0.00
H 2.578 -2.873 2.570 0.00
H 2.084 -2.988 0.887 0.00
H 1.244 -3.914 2.119 0.00
H 3.009 -0.909 3.483 0.00
H 2.112 -0.879 4.998 0.00
H 2.229 0.574 4.007 0.00
H -1.687 1.005 4.546 0.00
H 0.037 1.279 4.757 0.00
H -0.793 0.070 5.740 0.00
H -3.381 -1.487 2.180 0.00
H -3.221 -0.262 3.448 0.00
H -3.175 -1.974 3.855 0.00
N -1.783 0.953 1.175 0.00
C -2.185 2.322 1.367 0.02
C -3.540 2.621 1.351 0.00
C -3.987 3.932 1.408 0.00
C -3.051 4.955 1.497 0.00
C -1.702 4.639 1.588 0.00
C -1.237 3.319 1.572 0.02
C 0.202 3.000 1.819 0.02
C 0.952 3.940 2.551 -0.01
C 2.306 3.772 2.778 0.01
C 2.931 2.646 2.256 -0.01
C 2.176 1.716 1.568 0.02
C 0.796 1.816 1.359 -0.02
H -2.568 0.417 0.841 0.02
H -1.485 0.525 2.055 0.00
H -4.251 1.803 1.313 0.00
H -5.049 4.148 1.391 0.00
H -3.365 5.992 1.512 0.00
H -0.979 5.443 1.667 0.00
H 0.463 4.816 2.967 0.00
H 2.863 4.510 3.348 0.00
H 3.998 2.493 2.395 0.00
H 2.688 0.866 1.153 0.00
C 2.060 -1.117 -3.699 0.00
N 3.036 -1.220 -2.631 0.00
C 4.408 -1.398 -3.078 0.00
C 2.741 -0.961 -1.333 0.02
N 1.589 -1.250 -0.756 -0.02
C 0.739 -2.218 -1.355 0.01
C 1.187 -3.520 -1.630 0.00
C 0.359 -4.474 -2.176 0.00
C -0.973 -4.155 -2.448 0.00
C -1.427 -2.885 -2.174 0.00
C -0.588 -1.907 -1.636 0.02
N -1.145 -0.605 -1.265 -0.01
C -1.906 -0.001 -2.098 0.04
N -1.830 -0.233 -3.468 0.01
C -0.761 0.461 -4.196 0.01
C -3.064 -0.363 -4.227 0.00
N -2.785 0.974 -1.614 0.02
C -2.694 2.275 -2.280 0.00
C -4.141 0.528 -1.312 0.00
N 3.738 -0.388 -0.609 0.00
C 4.460 0.776 -1.117 0.00
C 4.092 -0.911 0.702 0.00
H 2.135 -1.992 -4.348 0.00
H 2.237 -0.213 -4.285 0.00
H 1.061 -1.076 -3.301 0.00
H 4.441 -2.243 -3.768 0.00
H 5.057 -1.612 -2.234 0.00
H 4.788 -0.517 -3.601 0.00
H 2.216 -3.764 -1.392 0.00
H 0.734 -5.474 -2.363 0.00
H -1.651 -4.898 -2.849 0.00
H -2.470 -2.641 -2.340 0.00
H 0.053 0.732 -3.528 -0.01
H -1.145 1.388 -4.636 0.00
H -0.391 -0.178 -5.002 0.00
H -3.777 -0.998 -3.704 0.00
H -2.822 -0.853 -5.171 0.00
H -3.543 0.592 -4.461 0.00
H -1.653 2.593 -2.334 0.00
H -3.233 3.000 -1.668 0.00
H -3.126 2.280 -3.287 0.00
H -4.760 0.399 -2.204 0.00
H -4.619 1.274 -0.684 0.00
H -4.118 -0.420 -0.768 0.00
H 3.977 1.140 -2.020 0.00
H 5.514 0.559 -1.318 0.00
H 4.395 1.580 -0.383 0.00
H 4.684 -1.828 0.622 0.00
H 3.215 -1.121 1.300 0.01
H 4.689 -0.160 1.221 0.00
N 1.299 1.880 -2.018 0.04
C 0.818 1.286 -1.138 -0.03
```

* total charge: 0
* 2S+1: 2
* <S²>: 0.756
* maximum force: 1.8 eV/A
* HOMO-LUMO gap (alpha / beta): 6.782 / 6.938 eV
* E_LUMO (alpha / beta): 0.4 / 0.3 eV
* energy above the lowest of the compared OMol25 structures with the same formula, charge and spin: 2.2762 eV
* E_HOMO (alpha / beta): -6.4 / -6.6 eV

=====

No. 2
Density functional theory data (the ωB97M-V functional and the def2-TZVPD basis) for a single C4H4O3 molecule in a non-equilibrium geometry.

The geometry in XYZ format:
```
11
Properties=species:S:1:pos:R:3:nbo_charge:R:1
O -0.902 1.482 0.826 -0.62
C -0.383 1.184 -0.321 0.34
C -0.678 -0.262 -0.023 0.52
C -0.553 -1.419 0.852 -0.12
O -1.573 -1.175 -0.229 -0.38
C 1.751 0.233 -0.826 0.06
O 1.117 1.328 -0.567 -0.49
H -0.776 1.699 -1.215 0.16
H 0.195 -2.186 0.626 0.22
H -1.009 -1.440 1.842 0.22
H 2.811 0.555 -0.963 0.09
```

* total charge: 0
* maximum force: 1.1 eV/A
* HOMO-LUMO gap: 9.182 eV
* E_LUMO: 0.5 eV
* energy above the lowest of the compared OMol25 structures with the same formula, charge and spin: 6.9962 eV
* E_HOMO: -8.7 eV

=====

No. 3
Density functional theory data (the ωB97M-V functional and the def2-TZVPD basis) for a single C5H8S3 molecule in a non-equilibrium geometry.

The geometry in XYZ format:
```
16
Properties=species:S:1:pos:R:3:nbo_charge:R:1
C -1.817 -1.255 -0.563 -0.62
C -0.923 -0.085 -0.327 -0.33
C -1.249 0.524 1.082 -0.62
S 0.779 -0.759 -0.432 0.34
C 1.829 0.674 -0.333 -0.35
S 1.342 2.265 -0.385 0.02
C 3.321 0.375 -0.234 -0.36
S 3.944 -1.034 0.162 0.16
H -2.878 -0.922 -0.442 0.23
H -1.501 -2.048 0.076 0.21
H -1.669 -1.659 -1.602 0.22
H -1.021 0.658 -1.115 0.23
H -0.597 1.376 1.300 0.23
H -2.338 0.819 1.133 0.21
H -1.144 -0.192 1.855 0.21
H 3.922 1.263 -0.176 0.22
```

* total charge: 0
* SMILES: CC(C)SC(=S)C=S
* maximum force: 2.1 eV/A
* HOMO-LUMO gap: 7.173 eV
* E_LUMO: -1.7 eV
* energy above the lowest of the compared OMol25 structures with the same formula, charge and spin: 0.9742 eV
* E_HOMO: -8.9 eV

=====

No. 4
Density functional theory data (the ωB97M-V functional and the def2-TZVPD basis) for C7H24BrCoN7O5 as an isolated structure in a non-equilibrium geometry.

The geometry in XYZ format:
```
45
Properties=species:S:1:pos:R:3:mulliken_spin:R:1
Co 0.604 -3.386 0.327 2.77
Br 0.670 -0.608 0.096 0.25
O -1.120 -3.558 -0.655 0.92
H -1.214 -2.633 -0.955 -0.02
C -1.295 1.409 -2.917 0.00
C -2.067 0.099 -3.031 0.00
C -1.110 -1.011 -3.460 0.00
O -0.458 -0.735 -4.691 0.00
C 0.653 -1.493 -5.127 0.00
N -2.570 -0.091 -1.677 0.00
H -0.991 1.769 -3.900 0.00
H -0.440 1.241 -2.262 0.00
H -1.975 2.157 -2.508 0.00
H -2.875 0.057 -3.762 0.00
H -1.734 -1.902 -3.533 0.00
H -0.332 -1.019 -2.697 0.01
H 0.467 -2.527 -4.836 0.00
H 1.613 -1.138 -4.751 0.00
H 0.646 -1.539 -6.216 0.00
H -1.797 0.004 -1.034 0.00
H -3.191 0.665 -1.426 0.00
C -0.408 3.083 2.375 0.00
O -1.146 3.961 2.792 0.00
N 0.626 2.701 3.009 0.00
N -0.617 2.297 1.380 0.00
H 1.207 1.950 2.666 0.00
H 0.838 2.846 3.986 0.00
H -1.527 2.238 0.944 0.00
H -0.057 1.477 1.197 0.00
C 3.562 1.694 2.110 0.00
O 3.023 1.127 2.954 0.00
N 4.510 2.572 2.258 0.00
N 3.173 1.665 0.889 0.00
H 4.838 2.971 1.390 0.00
H 4.859 2.781 3.182 0.00
H 2.459 0.968 0.728 0.00
H 3.640 2.194 0.167 0.00
C -0.923 -2.942 3.070 0.01
O 0.018 -3.310 2.444 0.04
N -1.303 -1.720 3.163 0.00
N -1.550 -3.724 3.887 0.01
H -0.793 -1.062 2.591 0.00
H -2.214 -1.374 3.428 0.00
H -2.242 -3.426 4.560 0.00
H -1.455 -4.729 3.843 0.00
```

* total charge: +1
* 2S+1: 5
* <S²>: 6.016
* maximum force: 8.2 eV/A
* HOMO-LUMO gap (alpha / beta): 5.414 / 2.339 eV
* E_LUMO (alpha / beta): -5.9 / -8.9 eV
* E_HOMO (alpha / beta): -11.3 / -11.3 eV

=====

No. 5
Density functional theory data (the ωB97M-V functional and the def2-TZVPD basis) for C38H39N6PdS as an isolated structure.

The geometry in XYZ format:
```
85
Properties=species:S:1:pos:R:3:mulliken_spin:R:1
Pd -0.188 -0.075 0.136 1.37
C 4.197 -1.332 -4.187 0.00
C 4.621 -2.485 -3.317 0.00
C 5.177 -3.638 -3.870 0.00
C 5.573 -4.699 -3.072 0.00
C 5.425 -4.636 -1.692 0.00
C 4.871 -3.503 -1.122 0.00
C 4.474 -2.441 -1.929 0.01
N 3.870 -1.285 -1.324 0.02
C 2.541 -1.180 -1.033 -0.06
N 1.806 -2.250 -1.558 0.19
C 0.611 -2.791 -1.224 0.22
C -0.309 -2.144 -0.323 0.46
C -1.398 -2.911 0.074 -0.11
C -1.617 -4.181 -0.439 0.21
C -0.747 -4.750 -1.407 0.04
C 0.360 -4.085 -1.824 0.13
C 1.313 -4.679 -2.824 0.00
N 2.016 -0.222 -0.358 0.19
C 2.949 0.722 0.176 -0.02
C 3.361 0.574 1.495 0.01
C 4.335 1.412 2.019 -0.01
C 4.898 2.394 1.219 0.01
C 4.457 2.557 -0.088 -0.01
C 3.472 1.740 -0.631 0.02
C 3.001 1.918 -2.048 -0.01
H 4.326 -1.576 -5.239 0.00
H 4.790 -0.442 -3.967 0.00
H 3.150 -1.063 -4.031 0.00
H 5.305 -3.697 -4.944 0.00
H 6.006 -5.579 -3.530 0.00
H 5.742 -5.460 -1.068 0.00
H 4.745 -3.419 -0.049 0.00
H 4.452 -0.526 -1.002 0.00
H 2.367 -2.835 -2.169 -0.09
H -2.113 -2.511 0.777 0.02
H -2.487 -4.743 -0.120 0.00
H -0.963 -5.733 -1.807 0.01
H 0.940 -5.641 -3.168 0.00
H 2.306 -4.850 -2.396 0.00
H 1.428 -4.039 -3.703 0.00
H 2.917 -0.211 2.096 0.00
H 4.658 1.290 3.045 0.00
H 5.670 3.042 1.614 0.00
H 4.881 3.341 -0.705 0.00
H 3.391 2.844 -2.468 0.00
H 1.913 1.962 -2.091 0.00
H 3.322 1.095 -2.690 0.00
C 1.310 5.257 2.513 0.00
C 1.936 4.354 1.452 -0.02
C 1.125 4.332 0.181 0.04
C 1.307 5.376 -0.720 -0.02
C 0.607 5.438 -1.911 0.03
C -0.317 4.451 -2.215 -0.02
C -0.539 3.388 -1.351 0.00
C -1.602 2.372 -1.696 0.01
C -1.087 1.233 -2.576 0.03
C 0.196 3.330 -0.153 0.00
N -0.003 2.215 0.683 0.24
C -0.152 2.375 1.954 0.01
C -0.232 1.241 2.813 0.24
C -0.485 1.186 4.211 -0.08
C -0.568 -0.135 4.521 0.22
C -0.316 -0.869 3.278 0.16
N -0.084 -0.039 2.291 0.14
H 1.916 5.263 3.419 0.00
H 0.296 4.941 2.781 0.00
H 1.238 6.281 2.146 0.00
H 2.089 3.352 1.850 0.01
H 2.932 4.729 1.215 0.00
H 2.032 6.146 -0.478 0.00
H 0.770 6.261 -2.596 0.00
H -0.904 4.518 -3.124 0.00
H -2.397 2.889 -2.236 0.00
H -2.053 1.955 -0.801 0.00
H -0.630 1.615 -3.491 0.00
H -1.905 0.564 -2.842 0.00
H -0.318 0.619 -2.080 0.00
H -0.250 3.367 2.401 0.03
H -0.630 2.033 4.862 0.00
H -0.787 -0.586 5.474 -0.01
H -0.321 -1.940 3.138 -0.01
S -2.964 -1.073 3.031 0.22
C -2.680 -0.366 1.598 0.04
N -2.345 0.076 0.561 0.09
```

* total charge: +1
* 2S+1: 5
* <S²>: 6.063
* maximum force: 1.0 eV/A
* HOMO-LUMO gap (alpha / beta): 7.563 / 4.892 eV
* E_LUMO (alpha / beta): -2.1 / -5.6 eV
* energy above the lowest of the compared OMol25 structures with the same formula, charge and spin: 0.1906 eV
* E_HOMO (alpha / beta): -9.6 / -10.5 eV

=====

No. 6
Density functional theory data (the ωB97M-V functional and the def2-TZVPD basis) for a single C3H5NOS2 molecule in a non-equilibrium geometry.

The geometry in XYZ format:
```
12
Properties=species:S:1:pos:R:3:nbo_charge:R:1
C 1.170 -2.689 1.359 -0.68
S 1.733 -0.779 1.273 0.31
N 0.522 -0.333 0.078 -0.43
C 0.140 0.958 0.255 -0.06
C -0.914 1.306 -0.629 0.18
O -0.991 2.598 -0.975 -0.64
S -1.738 0.053 -1.417 -0.09
H 2.026 -3.181 1.814 0.22
H 1.186 -3.041 0.255 0.24
H 0.217 -2.711 1.938 0.23
H 0.336 1.909 1.040 0.22
H -1.796 2.747 -1.399 0.50
```

* total charge: 0
* SMILES: CS/N=C/C(O)=S
* maximum force: 5.5 eV/A
* HOMO-LUMO gap: 7.501 eV
* E_LUMO: -1.1 eV
* energy above the lowest of the compared OMol25 structures with the same formula, charge and spin: 3.0690 eV
* E_HOMO: -8.6 eV